[1]
The following is a quantum chemistry calculation of one molecule with the formula C4H9O2P, from OMol25.

The value obtained for the LUMO energy is 0.034 Ha. As for the total charge: 0. For the energy above the lowest of the compared OMol25 structures with the same formula, charge and spin, the calculation gives 214.5 kJ/mol. The calculation puts the frontier orbital gap at 10.71 eV. As for the multiplicity: 1. For the calculated total energy, the calculation gives -649.6102 a.u.

Atoms and positions in Å:
C (-1.483, -0.686, 0.219)
C (-0.307, -0.452, -0.677)
C (-0.256, 1.020, -1.106)
P (1.379, -1.276, -0.358)
O (2.113, -0.320, 0.877)
C (3.200, 0.368, 0.579)
O (3.607, 0.523, -0.523)
H (-1.671, -1.781, 0.398)
H (-2.386, -0.478, -0.271)
H (-1.620, -0.038, 1.077)
H (-0.515, -0.895, -1.699)
H (-1.184, 1.521, -0.959)
H (0.164, 1.115, -2.112)
H (0.438, 1.505, -0.378)
H (0.731, -1.898, 0.664)
H (3.802, 0.727, 1.362)

[2]
The following is a quantum chemistry calculation of a 2-piece molecular cluster, C5H13NO2 overall, from OMol25.

The value obtained for the LUMO energy is 0.023 Ha. As for the total charge: 0. For the energy above the lowest of the compared OMol25 structures with the same formula, charge and spin, the calculation gives 262.4 kJ/mol. The calculation puts the frontier orbital gap at 10.30 eV. As for the multiplicity: 1. For the calculated total energy, the calculation gives -403.4767 a.u.

Atoms and positions in Å:
C (0.810, -0.018, -2.019)
C (-0.669, 0.089, -2.242)
C (-1.394, -0.828, -1.124)
N (-2.500, -0.320, -0.460)
O (-0.861, -1.884, -0.953)
H (1.411, 0.855, -2.539)
H (1.254, -0.816, -2.703)
H (1.091, -0.060, -0.983)
H (-1.016, 1.246, -2.102)
H (-0.979, -0.295, -3.254)
H (-2.689, -0.660, 0.435)
H (-3.074, 0.424, -0.776)
C (1.824, 0.025, 1.605)
C (0.723, 0.485, 2.591)
O (-0.470, -0.209, 2.342)
H (2.791, 0.262, 1.977)
H (1.722, 0.606, 0.766)
H (1.793, -1.126, 1.547)
H (0.872, 0.312, 3.776)
H (0.459, 1.476, 2.369)
H (-1.099, 0.436, 1.745)

[3]
The following is a quantum chemistry calculation of one molecule with the formula C4H5BrClNO, from OMol25.

The value obtained for the LUMO energy is -0.023 Ha. As for the total charge: 0. For the energy above the lowest of the compared OMol25 structures with the same formula, charge and spin, the calculation gives 251.5 kJ/mol. The calculation puts the frontier orbital gap at 8.91 eV. As for the multiplicity: 1. For the calculated total energy, the calculation gives -3319.5139 a.u.

Atoms and positions in Å:
C (0.913, 0.905, 0.680)
C (0.012, -0.059, 0.037)
C (-0.915, 0.449, -1.047)
Cl (-0.058, 1.624, -2.154)
C (0.542, -1.510, 0.084)
O (1.262, -2.305, -0.303)
N (-0.448, -1.170, 0.869)
Br (-1.956, -1.978, 1.668)
H (1.320, 0.410, 1.600)
H (0.575, 1.946, 0.807)
H (1.896, 1.094, 0.043)
H (-1.736, 1.067, -0.630)
H (-1.406, -0.474, -1.655)

[4]
The following is a quantum chemistry calculation of one molecule with the formula C5H5NOS, from OMol25.

The value obtained for the LUMO energy is 0.011 Ha. As for the total charge: 0. For the energy above the lowest of the compared OMol25 structures with the same formula, charge and spin, the calculation gives 24.6 kJ/mol. The calculation puts the frontier orbital gap at 10.00 eV. As for the multiplicity: 1. For the calculated total energy, the calculation gives -721.7103 a.u.

Atoms and positions in Å:
C (-0.056, -1.496, 0.332)
C (0.902, -0.645, -0.449)
O (1.890, -1.071, -1.002)
C (0.539, 0.786, -0.497)
C (1.259, 1.748, -1.158)
S (0.529, 3.282, -0.984)
C (-0.710, 2.516, -0.022)
N (-0.571, 1.258, 0.136)
H (-1.033, -1.464, -0.147)
H (-0.171, -1.089, 1.334)
H (0.302, -2.521, 0.377)
H (2.160, 1.614, -1.721)
H (-1.515, 3.089, 0.392)